Record 1
Computed, not measured: the ion C5H12ClN2 with charge +1 in a non-equilibrium geometry, with the ωB97M-V functional and the def2-TZVPD basis.

Results
* HOMO: -13.28 eV
* SMILES string: C=[N+](CC)CCNCl
* energy relative to the best compared isomer or geometry (same formula, charge and spin): 238.8 kJ/mol
* HOMO-LUMO gap: 8.728 eV
* LUMO: -4.555 eV

Geometry as ORCA input:
```
! RIJCOSX wB97M-V def2-TZVPD def2/J DEFGRID3
* xyz 1 1
C 0.126 -1.759 0.209
N -0.253 -0.586 0.078
C -1.482 -0.191 -0.608
C -2.647 -0.158 0.381
C 0.532 0.497 0.640
C 1.416 1.118 -0.441
N 2.723 1.004 0.048
Cl 3.489 -0.486 -0.496
H -0.546 -2.527 -0.244
H 0.972 -2.148 0.718
H -1.158 0.908 -1.024
H -1.590 -0.996 -1.308
H -3.659 -0.187 -0.131
H -2.598 -1.151 1.029
H -2.637 0.658 1.156
H 1.275 0.143 1.256
H -0.039 1.442 1.032
H 1.339 0.546 -1.371
H 1.260 2.256 -0.680
H 3.477 1.617 -0.246
*
```

Record 2
Computed, not measured: a structure of composition C5H12ClOP in a non-equilibrium geometry, with the ωB97M-V functional and the def2-TZVPD basis.

Results
* HOMO: -8.61 eV
* energy relative to the best compared isomer or geometry (same formula, charge and spin): 203.5 kJ/mol
* HOMO-LUMO gap: 9.328 eV
* LUMO: 0.720 eV

Geometry as ORCA input:
```
! RIJCOSX wB97M-V def2-TZVPD def2/J DEFGRID3
* xyz 0 1
C -0.725 1.401 1.319
C -2.068 0.300 -0.409
C 1.297 -1.881 -1.338
C 2.345 -0.086 0.726
C -0.732 0.837 -0.034
O 0.382 -1.864 1.396
P 0.757 -1.029 0.278
Cl 2.852 1.023 -0.517
H 0.242 1.626 1.699
H -1.253 2.368 1.082
H -1.173 0.850 2.134
H -2.923 0.863 -0.099
H -2.204 -0.801 -0.211
H -2.224 0.444 -1.572
H 1.957 -2.730 -1.026
H 0.517 -2.372 -1.924
H 1.853 -1.032 -1.716
H 2.165 0.442 1.593
H 3.001 -0.864 0.792
H -0.239 1.456 -0.830
*
```

Record 3
Computed, not measured: a structure of composition C5H12CuN2O2 in a non-equilibrium geometry, with the ωB97M-V functional and the def2-TZVPD basis.

Results
* HOMO (alpha / beta): -7.53 / -7.51 eV
* energy relative to the best compared isomer or geometry (same formula, charge and spin): 0.0 kJ/mol
* HOMO-LUMO gap (alpha / beta): 7.919 / 6.005 eV
* LUMO (alpha / beta): 0.385 / -1.504 eV

Geometry as ORCA input:
```
! RIJCOSX wB97M-V def2-TZVPD def2/J DEFGRID3
* xyz 0 2
Cu -0.276 0.147 -0.778
C 1.068 -0.261 -2.117
H 2.066 -0.057 -1.709
H 0.970 -1.313 -2.418
H 0.835 0.432 -2.944
H -1.883 0.741 -0.213
H -1.870 0.043 0.037
C 0.584 -1.411 3.119
C 0.437 -0.588 1.887
N -0.051 -1.103 0.770
O -0.312 -2.483 0.918
C 0.808 0.792 1.781
C 1.405 1.627 2.850
N 0.565 1.336 0.552
O 0.999 2.483 0.229
H 0.327 -2.446 2.879
H -0.086 -1.028 3.903
H 1.616 -1.345 3.491
H -0.674 -2.774 0.064
H 2.382 2.014 2.532
H 0.748 2.482 3.063
H 1.528 1.031 3.758
*
```

Record 4
Computed, not measured: a structure of composition C5H12F7Mg2NO7S2 in a non-equilibrium geometry, with the ωB97M-V functional and the def2-TZVPD basis.

Results
* HOMO: -14.08 eV
* HOMO-LUMO gap: 1.966 eV
* LUMO: -12.109 eV

Geometry as ORCA input:
```
! RIJCOSX wB97M-V def2-TZVPD def2/J DEFGRID3
* xyz 2 1
Mg 18.101 3.811 3.116
Mg 15.738 -2.508 2.937
C 20.101 4.006 8.575
F 20.024 3.283 9.723
F 18.891 4.119 8.005
F 20.611 5.140 9.034
S 21.253 3.031 7.348
O 22.511 2.869 7.997
O 20.553 1.783 7.014
N 21.189 4.031 5.923
S 22.542 4.829 5.895
O 22.462 5.740 4.779
O 22.897 5.419 7.170
C 23.989 3.570 5.471
F 23.539 2.308 5.337
F 24.559 3.843 4.355
F 24.946 3.716 6.431
F 16.376 0.806 3.232
C 16.126 7.985 4.306
O 15.639 6.657 4.110
H 16.520 8.270 3.330
H 15.435 8.747 4.665
H 16.998 8.071 4.955
H 14.772 6.698 4.521
C 10.971 0.260 2.941
O 11.559 -1.052 3.054
H 10.833 0.709 3.925
H 11.583 0.881 2.287
H 9.924 0.215 2.642
H 10.868 -1.716 3.107
C 14.048 -1.218 -2.403
O 14.692 -2.048 -1.384
H 14.530 -1.107 -3.374
H 13.126 -1.771 -2.583
H 13.726 -0.200 -2.184
H 14.735 -2.953 -1.703
*
```

Record 5
Computed, not measured: a structure of composition C5H12I2NO in a non-equilibrium geometry, with the ωB97M-V functional and the def2-TZVPD basis.

Results
* HOMO (alpha / beta): -12.60 / -11.57 eV
* HOMO-LUMO gap (alpha / beta): 8.424 / 7.184 eV
* LUMO (alpha / beta): -4.174 / -4.383 eV

Geometry as ORCA input:
```
! RIJCOSX wB97M-V def2-TZVPD def2/J DEFGRID3
* xyz 1 1
C -0.567 1.265 0.363
C -2.068 0.091 -1.252
C -1.245 -1.073 0.643
C 0.361 -0.376 -1.059
C 2.732 -0.149 0.590
N -0.888 -0.051 -0.354
O 2.439 -0.170 1.852
I 3.883 -1.715 -0.227
I 3.184 1.839 -0.202
H 0.306 1.332 0.968
H -0.602 2.226 -0.337
H -1.309 1.340 1.052
H -2.953 0.025 -0.720
H -2.098 1.156 -1.766
H -1.898 -0.772 -1.913
H -0.490 -1.280 1.348
H -1.936 -0.618 1.337
H -1.521 -1.861 0.013
H 1.111 0.337 -1.252
H 0.302 -1.397 -1.457
H 3.256 -0.150 2.373
*
```

Record 6
Computed, not measured: the ion C5H12IN2 with charge +1 in a non-equilibrium geometry, with the ωB97M-V functional and the def2-TZVPD basis.

Results
* HOMO: -13.98 eV
* SMILES string: CC(C)(C)C(=[NH2+])NI
* energy relative to the best compared isomer or geometry (same formula, charge and spin): 102.0 kJ/mol
* HOMO-LUMO gap: 9.151 eV
* LUMO: -4.830 eV

Geometry as ORCA input:
```
! RIJCOSX wB97M-V def2-TZVPD def2/J DEFGRID3
* xyz 1 1
C 0.497 0.701 1.400
C 0.443 0.134 -0.097
C 1.500 -0.904 -0.362
C 0.586 1.147 -1.228
C -0.950 -0.472 -0.034
N -1.100 -1.683 0.360
N -1.953 0.355 -0.302
I -3.988 0.044 -0.007
H 0.278 1.790 1.348
H -0.385 0.350 2.008
H 1.503 0.665 1.865
H 2.536 -0.315 -0.314
H 1.599 -1.525 -1.218
H 1.477 -1.532 0.553
H 1.656 1.238 -1.610
H 0.160 0.730 -2.150
H 0.186 2.255 -1.009
H -0.370 -2.316 0.683
H -2.070 -1.923 0.608
H -1.606 1.261 -0.495
*
```

Record 7
Computed, not measured: the ion C5H12N with charge -1, with the ωB97M-V functional and the def2-TZVPD basis.

Results
* HOMO: -1.10 eV
* energy relative to the best compared isomer or geometry (same formula, charge and spin): 2.8 kJ/mol
* HOMO-LUMO gap: 5.057 eV
* LUMO: 3.954 eV

Geometry as ORCA input:
```
! RIJCOSX wB97M-V def2-TZVPD def2/J DEFGRID3
* xyz -1 1
C 1.403 -1.455 0.374
C 0.522 -0.191 0.316
C 1.361 1.039 -0.046
C -0.674 -0.361 -0.624
C -1.837 0.665 -0.398
N -2.837 0.235 0.525
H 0.986 -2.254 -0.243
H 2.421 -1.263 0.020
H 1.491 -1.856 1.389
H 0.094 -0.030 1.313
H 0.719 1.860 -0.366
H 2.044 0.809 -0.871
H 1.963 1.399 0.795
H -0.307 -0.370 -1.667
H -1.134 -1.334 -0.425
H -1.356 1.634 -0.127
H -2.259 0.856 -1.407
H -2.601 0.620 1.440
*
```

Record 8
Computed, not measured: the ion C5H12N with charge +1 in a non-equilibrium geometry, with the ωB97M-V functional and the def2-TZVPD basis.

Results
* HOMO: -14.09 eV
* SMILES string: CCC/C=C/[NH3+]
* energy relative to the best compared isomer or geometry (same formula, charge and spin): 264.6 kJ/mol
* HOMO-LUMO gap: 10.151 eV
* LUMO: -3.940 eV

Geometry as ORCA input:
```
! RIJCOSX wB97M-V def2-TZVPD def2/J DEFGRID3
* xyz 1 1
C -0.988 1.283 2.082
C -1.570 0.309 1.010
C -0.619 -0.791 0.423
C 0.308 -0.205 -0.505
C 1.069 -0.953 -1.340
N 2.077 -0.306 -2.215
H -0.313 1.976 1.669
H -1.854 1.618 2.611
H -0.405 0.847 2.846
H -2.430 -0.210 1.560
H -1.899 0.984 0.282
H -0.242 -1.502 1.181
H -1.355 -1.519 -0.069
H 0.264 0.773 -0.519
H 0.853 -1.886 -1.525
H 2.666 0.428 -1.753
H 2.791 -0.983 -2.686
H 1.647 0.137 -3.052
*
```

Record 9
Computed, not measured: a cluster of 2 separate species, C5H12N in total in a non-equilibrium geometry, with the ωB97M-V functional and the def2-TZVPD basis.

Results
* HOMO: -15.07 eV
* energy relative to the best compared isomer or geometry (same formula, charge and spin): 574.6 kJ/mol
* HOMO-LUMO gap: 8.067 eV
* LUMO: -7.008 eV

Geometry as ORCA input:
```
! RIJCOSX wB97M-V def2-TZVPD def2/J DEFGRID3
* xyz 1 1
C -0.346 -1.729 -1.408
C -0.912 -0.607 -0.609
C -0.672 0.722 -0.951
C -0.142 1.475 0.507
C 1.354 -0.124 1.166
N 1.053 1.090 1.138
H -0.779 -2.723 -1.326
H -0.478 -1.499 -2.470
H 0.711 -1.787 -1.134
H -2.009 -0.659 -0.578
H -1.271 -2.994 1.686
H 0.139 0.949 -1.642
H -1.516 1.372 -1.125
H -0.152 2.557 0.414
H -0.945 1.136 1.159
H 2.145 -0.555 1.770
H 0.652 -0.835 0.664
H -1.043 -2.431 1.245
*
```

Record 10
Computed, not measured: the ion C5H12N2 with charge -1 in a non-equilibrium geometry, with the ωB97M-V functional and the def2-TZVPD basis.

Results
* HOMO (alpha / beta): 1.03 / -2.99 eV
* energy relative to the best compared isomer or geometry (same formula, charge and spin): 127.6 kJ/mol
* HOMO-LUMO gap (alpha / beta): 2.842 / 6.846 eV
* LUMO (alpha / beta): 3.872 / 3.859 eV

Geometry as ORCA input:
```
! RIJCOSX wB97M-V def2-TZVPD def2/J DEFGRID3
* xyz -1 2
C -1.424 -1.621 0.702
C -0.829 -0.235 0.544
C -0.211 0.091 -0.858
C 0.818 1.156 -0.590
C 3.065 0.280 -0.371
N 1.940 0.575 0.257
N -1.822 0.832 0.827
H -1.804 -1.887 1.684
H -2.228 -1.799 -0.040
H -0.711 -2.386 0.334
H -0.015 -0.056 1.240
H -0.965 0.629 -1.470
H -0.041 -0.900 -1.286
H 0.451 2.044 -0.086
H 1.331 1.442 -1.525
H 3.505 0.604 -1.320
H 3.800 -0.257 0.231
H -2.497 0.819 0.059
H -2.364 0.670 1.669
*
```

Record 11
Computed, not measured: an isolated molecule of C5H12N2 in a non-equilibrium geometry, with the ωB97M-V functional and the def2-TZVPD basis.

Results
* HOMO: -8.96 eV
* SMILES string: C=CCCNCN
* energy relative to the best compared isomer or geometry (same formula, charge and spin): 163.5 kJ/mol
* HOMO-LUMO gap: 10.132 eV
* LUMO: 1.167 eV

Geometry as ORCA input:
```
! RIJCOSX wB97M-V def2-TZVPD def2/J DEFGRID3
* xyz 0 1
C -1.447 0.708 2.257
C -1.561 1.022 0.976
C -0.547 1.840 0.189
C 0.014 0.843 -0.914
N 0.442 -0.415 -0.280
C 1.032 -1.349 -1.235
N 1.813 -2.432 -0.734
H -2.067 -0.066 2.681
H -0.585 1.107 2.786
H -2.451 0.624 0.467
H -0.775 2.828 -0.206
H 0.308 1.888 0.851
H -0.749 0.699 -1.679
H 0.953 1.243 -1.289
H -0.325 -0.907 0.158
H 0.246 -1.722 -1.918
H 1.697 -0.770 -1.888
H 2.597 -2.089 -0.182
H 1.405 -3.053 -0.040
*
```

Record 12
Computed, not measured: a cluster of 2 separate species, C5H12N2 in total in a non-equilibrium geometry, with the ωB97M-V functional and the def2-TZVPD basis.

Results
* HOMO: -7.74 eV
* SMILES string: C=C(N)N.C=CC
* energy relative to the best compared isomer or geometry (same formula, charge and spin): 322.0 kJ/mol
* HOMO-LUMO gap: 8.690 eV
* LUMO: 0.948 eV

Geometry as ORCA input:
```
! RIJCOSX wB97M-V def2-TZVPD def2/J DEFGRID3
* xyz 0 1
C -2.019 -1.675 -0.489
C -2.205 -0.392 -0.058
N -2.922 -0.195 1.149
N -2.553 0.591 -1.014
H -2.107 -1.946 -1.525
H -2.205 -2.506 0.167
H -2.807 -0.939 1.823
H -2.856 0.755 1.487
H -3.240 1.269 -0.712
H -2.898 0.204 -1.882
C 2.054 -0.535 0.419
C 2.346 0.768 0.442
C 3.577 1.277 -0.380
H 1.849 -1.119 1.304
H 1.904 -1.145 -0.459
H 2.314 1.349 1.357
H 4.474 1.165 0.231
H 3.750 0.721 -1.297
H 3.545 2.351 -0.564
*
```

Please write out number 5 again, unchanged.
Computed, not measured: a structure of composition C5H12I2NO in a non-equilibrium geometry, with the ωB97M-V functional and the def2-TZVPD basis.

Results
* HOMO (alpha / beta): -12.60 / -11.57 eV
* HOMO-LUMO gap (alpha / beta): 8.424 / 7.184 eV
* LUMO (alpha / beta): -4.174 / -4.383 eV

Geometry as ORCA input:
```
! RIJCOSX wB97M-V def2-TZVPD def2/J DEFGRID3
* xyz 1 1
C -0.567 1.265 0.363
C -2.068 0.091 -1.252
C -1.245 -1.073 0.643
C 0.361 -0.376 -1.059
C 2.732 -0.149 0.590
N -0.888 -0.051 -0.354
O 2.439 -0.170 1.852
I 3.883 -1.715 -0.227
I 3.184 1.839 -0.202
H 0.306 1.332 0.968
H -0.602 2.226 -0.337
H -1.309 1.340 1.052
H -2.953 0.025 -0.720
H -2.098 1.156 -1.766
H -1.898 -0.772 -1.913
H -0.490 -1.280 1.348
H -1.936 -0.618 1.337
H -1.521 -1.861 0.013
H 1.111 0.337 -1.252
H 0.302 -1.397 -1.457
H 3.256 -0.150 2.373
*
```